13 unconnected molecules or ions with the total composition C66H168N10O24 at a distorted geometry. Source: the OMol25 dataset; level of theory: wB97M-V/def2-TZVPD.

Structure (XYZ):
```
268
Properties=species:S:1:pos:R:3:forces:R:3:lowdin_charge:R:1
H 5.741 5.522 2.275 -0.1 0.0 0.3 0.115
O -0.583 2.083 -3.697 -0.4 -0.2 0.5 -0.072
H 4.194 1.454 -4.178 0.0 -0.6 0.1 0.086
H -6.649 5.382 -1.726 0.6 -0.4 0.1 0.121
H -4.228 1.612 4.527 -0.1 0.6 0.3 0.060
H 1.674 4.085 2.974 -0.5 -0.5 -0.5 0.112
H 1.892 -2.765 -3.177 0.0 0.1 0.5 0.115
H 0.726 1.743 -2.184 0.0 -0.4 0.6 0.099
O 2.067 -2.523 7.284 0.6 -0.6 0.4 -0.218
H -4.867 -2.633 0.605 -0.7 0.3 0.2 0.064
H -5.603 -6.083 0.427 -0.5 -0.2 -0.1 0.114
H 6.789 -2.171 6.160 0.5 -0.2 -0.2 0.124
C -5.302 -3.614 0.797 0.9 -0.2 -0.8 -0.080
H 9.099 3.142 -6.098 -0.3 0.4 -0.8 0.088
H -5.744 -3.391 -2.512 -0.1 0.0 0.8 0.079
H 2.376 -5.016 -4.098 0.0 0.3 0.3 0.080
H -0.117 -0.206 -0.331 0.4 0.5 0.1 0.069
H -6.588 -1.849 -2.713 -0.5 -0.2 -0.5 0.127
H 1.829 -0.863 -4.882 0.2 -0.3 -0.4 0.114
C 3.490 6.426 5.379 -0.3 0.4 0.2 -0.097
H 7.326 3.735 1.159 0.0 0.6 0.0 0.129
H 2.392 -4.017 8.772 -0.3 0.3 0.3 0.086
H 2.722 2.831 1.224 1.1 -0.7 -0.2 0.077
O -3.646 -5.008 -5.062 1.0 -0.4 1.2 -0.206
H 5.688 -4.994 6.930 0.2 -0.5 0.2 0.078
H 0.086 -2.863 -3.356 0.0 0.1 0.5 0.108
C 2.075 2.621 0.373 -1.4 1.5 1.1 -0.125
H 1.253 3.271 0.672 0.0 0.6 -0.7 0.071
H 2.455 2.924 -0.603 0.3 -0.2 0.1 0.091
H 2.379 -1.825 0.006 -0.3 -0.3 -0.9 0.115
H 6.303 2.617 -2.933 0.0 0.2 -0.1 0.117
H -3.937 -5.159 -6.990 0.1 0.3 -0.4 0.089
C 1.198 3.916 3.939 1.1 1.4 1.4 -0.194
C 7.982 -1.476 -0.886 2.6 0.1 0.5 -0.230
C -0.355 1.809 -2.301 -0.6 1.0 0.2 -0.211
N -0.231 3.673 3.896 0.5 -1.0 -0.9 -0.028
H 5.471 -1.937 0.232 0.5 -0.3 0.2 0.078
O 4.434 2.092 -2.215 -1.4 1.3 -0.3 -0.195
H 10.984 0.768 -2.782 0.0 -0.3 0.0 0.123
C -0.902 2.886 -1.339 1.5 0.5 -0.6 -0.174
C -2.910 -2.039 4.387 0.1 -0.1 0.5 -0.291
O 5.564 -3.659 5.433 -0.8 -0.8 -1.2 -0.204
H 0.609 -5.326 -4.134 -0.1 0.3 0.6 0.064
H -0.443 -5.194 2.323 0.1 0.5 -0.4 0.105
C 0.412 1.212 3.411 -0.5 0.7 0.2 -0.234
N -6.190 -3.086 -4.467 -0.6 0.9 -0.6 -0.034
H 5.941 1.535 -0.105 -0.6 0.2 0.6 0.102
H -0.269 -2.427 0.964 -0.1 0.4 0.4 0.102
H -7.513 4.621 0.523 0.4 0.0 0.0 0.110
O 2.877 5.189 5.095 2.2 0.0 0.2 -0.220
H 3.242 0.341 0.606 0.0 0.1 0.4 0.098
C 5.637 5.281 1.217 0.9 -0.8 0.4 -0.197
H -0.886 0.902 -2.012 0.3 -0.3 -0.5 0.099
C -2.628 -4.770 -4.088 -0.8 -0.3 1.4 -0.192
C 1.612 -1.078 0.212 0.8 2.4 0.3 -0.179
H 10.162 -1.070 -1.254 -0.2 -0.5 0.3 0.113
H -4.082 -0.283 -0.093 -0.2 -0.2 0.0 0.072
H -5.719 2.001 3.660 0.1 -0.8 -0.5 0.080
O 4.399 1.484 4.461 0.3 1.5 -0.4 -0.203
H -1.893 3.252 -1.609 -0.2 -0.4 0.0 0.117
O 0.263 0.853 4.769 0.8 -0.5 -0.1 -0.184
C -1.920 -1.627 -0.258 -0.3 0.7 0.5 -0.167
H -3.759 -2.244 -3.696 0.2 0.2 -0.3 0.106
H -0.962 -2.854 3.483 -0.3 -0.2 0.2 0.057
C -0.424 -1.179 -6.320 0.1 0.8 0.2 -0.214
H -10.152 8.343 0.221 -0.5 -0.6 -0.5 0.112
C 1.283 -3.317 6.366 1.0 0.0 0.2 -0.178
C 6.131 -4.858 5.943 0.2 1.1 0.9 -0.081
H -0.081 -6.867 2.367 0.3 -0.4 -0.1 0.113
O -4.765 -0.415 -3.512 -0.8 -1.9 -0.5 -0.166
H -5.099 -3.859 1.840 0.5 -0.5 0.1 0.074
H -2.515 -0.871 -6.635 -0.3 0.1 -0.2 0.114
C 1.358 0.024 5.185 -0.6 0.6 0.7 -0.087
N 5.552 -1.347 3.880 -0.5 -0.5 1.1 -0.028
H -2.698 -0.046 -3.799 0.0 -0.8 0.0 0.071
H -2.531 -4.935 -1.855 0.3 0.3 -0.3 0.114
C 5.610 -1.441 -0.729 0.6 0.2 -0.2 -0.066
H -3.708 -2.594 3.894 0.3 -0.2 -0.2 0.102
C -0.497 2.422 3.142 0.1 0.1 -0.5 -0.163
N -3.875 -6.360 -2.528 0.9 0.8 -0.7 -0.057
H -2.596 2.590 -7.291 0.3 0.0 0.1 0.087
H -3.301 -6.685 -0.624 -0.3 0.0 0.6 0.115
O -3.430 -0.725 4.508 -0.2 0.4 -0.2 -0.098
C 3.704 6.397 1.150 -2.7 1.8 0.3 -0.162
C -5.873 -2.533 -3.172 1.6 -0.1 0.7 -0.182
H 5.980 -5.749 5.334 -0.7 0.5 -0.4 0.087
H 0.165 4.312 -2.200 -0.1 0.2 -0.1 0.068
H 1.875 -5.477 -0.488 0.4 -0.8 0.1 0.090
O 6.839 -0.721 -0.857 -1.6 0.9 0.4 -0.219
H 4.004 -1.329 5.422 -0.4 -0.5 -0.4 0.100
H -8.182 5.047 -2.403 0.0 -0.8 -0.6 0.116
C -1.573 -0.516 -7.054 1.1 0.7 0.8 -0.201
H -3.495 1.227 0.535 0.6 0.1 0.1 0.080
H 4.644 1.531 2.389 -0.3 0.4 0.0 0.085
H -4.748 -7.610 -1.179 0.2 -0.2 0.3 0.112
H 5.342 -0.346 5.673 0.4 -0.2 0.4 0.121
O 1.193 -3.446 -4.949 0.5 -1.7 -0.6 -0.206
H -10.039 5.651 1.227 -0.8 0.1 0.5 0.102
O -4.604 -4.408 -0.196 -0.6 -0.2 1.1 -0.251
H 4.139 3.261 5.539 -0.2 -0.4 -0.3 0.084
H 0.732 -2.579 5.782 -0.1 -0.2 0.2 0.081
O -7.044 -5.423 -6.273 0.5 1.1 -0.7 -0.196
H 3.384 -2.477 8.883 -0.6 0.0 0.2 0.089
N 6.053 3.701 -0.518 0.9 -0.4 -0.4 -0.054
C 9.744 1.461 -4.364 0.0 0.4 -1.5 -0.241
H 0.470 -0.904 -6.880 0.5 0.1 0.0 0.114
C 1.033 -2.601 -3.828 0.0 0.0 -0.6 -0.228
H -5.632 1.891 -1.400 -0.4 0.0 -1.0 0.074
H -4.022 -4.274 -2.503 0.3 0.3 0.0 0.068
H 8.262 -1.852 0.099 -0.4 -0.4 0.4 0.116
H -5.880 2.916 -0.147 -0.4 0.7 0.4 0.073
H -1.554 2.232 3.329 0.0 -0.5 -0.2 0.104
C -3.644 0.362 -3.444 0.7 1.3 -0.3 -0.137
H 8.096 0.445 -2.525 -0.3 0.1 -0.4 0.069
H 6.099 1.306 3.312 0.3 -0.4 0.1 0.125
H 1.945 -4.031 3.251 0.1 -0.4 0.0 0.099
H 0.339 -4.950 -0.257 -0.7 0.4 1.0 0.056
H -0.492 -2.262 -6.422 -0.2 -0.1 0.2 0.105
C 3.887 2.257 -3.508 -0.3 -1.0 -0.3 -0.090
H 7.879 -2.328 -1.558 0.2 0.0 -0.4 0.122
H 1.518 -5.432 -5.550 0.1 0.5 -0.4 0.082
H -0.343 -2.988 -0.658 -0.1 -0.3 -0.1 0.090
H -2.283 -3.740 -4.177 0.1 0.3 0.1 0.099
H -1.741 -5.393 -4.207 -0.1 -0.4 -0.4 0.106
C 9.947 1.063 -2.940 -0.7 -0.6 0.4 -0.208
C -7.474 4.672 -1.664 -1.0 -0.1 1.7 -0.195
H -0.156 2.918 -3.900 0.1 0.0 -0.2 0.080
H 2.303 0.545 5.036 0.1 -0.1 -0.2 0.070
H -8.852 -4.553 -5.964 -0.3 0.2 -0.2 0.114
H 1.354 -0.953 4.701 0.0 0.0 -0.4 0.068
H 1.227 -0.146 6.254 0.0 -0.1 0.0 0.093
H 0.587 -3.911 6.959 -0.1 -0.3 -0.1 0.116
H -1.418 -0.767 -8.104 -0.6 -0.1 -0.2 0.122
N -0.334 -0.778 -4.916 0.9 -1.3 0.5 -0.023
H 2.509 0.518 -0.977 0.5 -0.5 -0.4 0.105
H -7.720 -5.324 -8.274 0.0 0.6 0.1 0.082
H 5.387 -2.279 3.528 0.2 -0.3 0.1 0.097
C -0.479 -2.092 -0.052 -1.3 -0.5 -1.4 -0.203
H 1.471 -1.225 1.283 -0.6 0.0 0.4 0.099
C -9.319 6.463 1.136 -0.9 -0.1 -0.6 -0.182
H 0.254 0.374 2.731 -0.8 -0.2 -0.1 0.108
H -5.065 4.339 3.148 -0.3 -0.4 -0.3 0.109
C 1.446 -4.841 -4.637 -0.5 0.6 -0.5 -0.085
H 6.055 6.125 0.667 0.4 -0.1 -0.3 0.124
C -4.662 3.740 3.964 1.8 0.1 0.4 -0.333
H 3.744 6.739 2.184 0.7 -0.2 0.4 0.072
H -0.565 0.186 -4.726 0.2 0.2 -0.5 0.056
H 3.764 -3.707 7.762 0.0 -0.1 -0.5 0.050
H -2.827 -2.398 5.413 0.2 -0.6 0.0 0.107
H -8.819 10.673 2.485 0.2 -0.1 -0.3 0.085
O 4.267 5.199 0.876 1.1 -1.2 0.2 -0.177
N 1.391 -4.284 4.057 -0.5 -0.9 1.0 -0.055
H -0.971 -1.251 4.233 0.3 -0.1 0.1 0.053
H 6.037 0.938 -2.393 0.4 -0.1 -0.3 0.102
H 5.726 3.099 4.838 0.5 -0.6 0.3 0.084
H 7.216 -4.780 6.019 0.2 0.2 0.3 0.084
O -2.025 -0.254 0.183 -0.1 0.3 0.2 -0.235
C 5.810 1.985 -2.194 1.8 -0.9 0.9 -0.227
H -3.505 1.115 -7.114 -0.2 -0.2 0.0 0.083
C -7.440 -3.824 -4.554 -0.4 0.3 -1.1 -0.208
H -8.592 6.256 1.922 0.0 0.7 0.3 0.121
O 8.530 2.146 -4.498 -1.1 0.4 1.7 -0.215
C -1.566 -1.965 3.663 -0.5 0.6 -0.1 -0.054
C -3.242 -5.015 -2.678 -0.7 -0.6 -0.7 -0.164
C -8.182 4.850 -0.306 0.6 0.3 1.1 -0.233
C 0.871 -5.663 3.940 0.0 0.4 -2.2 -0.180
H -8.448 -6.490 -7.207 -0.1 -0.6 -0.4 0.086
H -10.463 10.341 1.978 -0.2 -0.1 0.1 0.078
C 1.013 -5.711 0.136 -0.1 -0.3 -0.9 -0.125
H -9.332 6.236 -0.878 -0.5 0.9 0.0 0.101
H 5.675 3.120 1.283 0.0 0.2 1.5 0.084
C -2.568 1.520 -7.496 -0.2 0.5 -0.2 -0.138
H -9.258 10.522 0.730 0.3 0.0 -0.1 0.082
H 1.373 6.064 4.038 -0.2 0.3 0.0 0.121
C -9.417 10.146 1.741 -0.2 -1.2 0.3 -0.088
H 4.153 3.120 -4.119 0.2 0.8 0.8 0.088
H -5.400 -3.640 -4.766 0.0 -0.3 -0.1 0.086
H 5.085 3.884 -0.739 -0.2 0.0 0.1 0.098
H -5.115 3.598 -1.581 0.1 0.0 -0.2 0.088
N 9.008 0.015 -2.573 0.0 -0.6 0.7 -0.057
C -3.171 -4.727 -6.346 -0.8 -0.1 -0.5 -0.102
C -4.661 2.245 3.753 -1.1 0.3 -0.1 -0.083
H -3.595 3.965 3.984 0.3 0.6 0.1 0.094
C -5.273 -5.652 -0.518 1.8 0.7 0.6 -0.179
H 0.979 5.324 5.615 -0.6 0.1 0.0 0.124
H 10.608 2.052 -4.670 0.1 0.7 -0.1 0.116
H -4.048 2.055 2.872 -0.5 -0.2 -0.3 0.054
H 1.434 1.471 3.138 0.4 0.3 0.5 0.099
H -4.177 -1.767 -2.062 0.0 0.0 0.3 0.093
O 1.430 1.395 0.415 0.3 -2.1 0.5 -0.207
H 9.665 0.704 -5.144 0.5 -1.1 0.5 0.127
H 9.310 0.236 -0.467 -0.2 0.2 0.4 0.108
H 4.018 7.234 0.526 0.4 0.0 -0.3 0.096
H 7.416 2.176 -0.691 0.2 -0.2 -0.4 0.113
C -4.519 -1.742 -3.097 -1.8 -0.6 -0.4 -0.191
C 2.294 0.298 0.069 -0.4 0.3 -0.9 -0.181
H -2.822 -0.252 5.081 0.1 0.3 0.0 0.077
H -2.242 -1.588 -1.299 0.3 -0.5 -0.2 0.107
H -2.595 -2.276 0.299 -0.2 0.0 0.1 0.110
H -2.213 -5.186 -6.592 0.2 -0.1 0.2 0.091
H -9.010 4.157 -0.156 -0.2 -0.5 -0.5 0.118
H -4.659 -6.402 -3.163 -0.2 -0.1 0.0 0.100
H 1.763 3.130 4.440 0.0 -0.3 0.0 0.106
C -10.013 7.887 1.202 1.5 -0.9 0.2 -0.204
C 4.671 2.890 4.663 0.4 -0.2 0.5 -0.090
C 2.143 -4.100 5.315 -0.8 1.2 -0.1 -0.174
H 7.356 3.351 -5.606 0.2 0.2 0.0 0.087
C 2.913 -3.221 8.240 -0.2 0.2 -1.3 -0.080
H 2.805 2.191 -3.394 0.0 0.2 -0.1 0.074
C -5.907 2.934 -1.236 0.3 -0.1 0.6 -0.115
H 5.010 -0.706 2.026 0.1 0.2 -0.2 0.091
O -0.013 4.051 -1.293 -0.6 -0.7 0.0 -0.086
H -3.833 1.173 -4.148 0.1 0.6 0.6 0.100
H -6.077 -5.334 -1.182 -0.4 -0.8 -0.1 0.113
H -8.304 -3.202 -4.319 0.3 0.4 0.7 0.117
C 5.732 -2.423 6.071 1.4 0.3 0.8 -0.243
H 4.492 3.574 3.833 -0.9 -0.5 -0.5 0.074
O -1.455 0.925 -6.898 -0.2 -1.3 0.3 -0.190
H -0.594 3.480 4.818 0.3 0.3 0.4 0.103
N 0.376 -1.057 -0.562 1.1 -0.8 0.9 -0.008
H -0.004 -5.872 4.556 -0.3 0.6 0.1 0.111
H 2.625 6.307 1.025 -0.2 -0.1 -0.4 0.096
H -6.388 -3.681 0.733 -0.1 0.3 -0.6 0.088
H -6.767 -6.680 -7.912 0.0 -0.3 0.6 0.086
H 7.835 1.899 -6.446 0.2 -0.3 -0.2 0.087
C 6.288 3.930 0.888 -1.9 0.5 -0.5 -0.183
C 8.186 2.659 -5.748 0.6 0.0 0.2 -0.105
H 2.528 -5.063 5.648 0.2 0.1 0.3 0.108
H 4.769 -0.748 -0.770 0.2 0.2 -0.5 0.068
H -0.351 2.611 2.079 -0.3 0.2 -0.2 0.094
O -7.159 3.284 -1.787 0.3 0.4 -0.7 -0.169
C -4.251 -6.639 -1.155 -1.0 0.7 -0.9 -0.199
H -3.470 -0.219 1.602 -0.5 0.1 0.1 0.078
C 0.970 -1.146 -4.274 -1.3 0.4 0.1 -0.171
C 0.390 -5.887 2.441 0.1 0.0 1.3 -0.192
O 1.422 -5.711 1.469 -0.2 0.8 1.4 -0.181
O -5.257 4.165 5.181 0.0 -0.2 0.1 -0.070
O -9.109 8.735 1.852 0.5 1.6 0.7 -0.210
H 0.544 -6.671 -0.078 0.2 -0.2 -0.5 0.090
N -8.660 6.209 -0.125 0.6 0.4 -1.5 -0.098
C 9.208 -0.543 -1.222 -0.9 -0.4 -1.5 -0.174
H -0.881 2.447 -0.342 -0.1 0.2 0.1 0.096
H 2.892 7.078 6.015 -0.4 -0.2 0.3 0.085
H -10.946 7.848 1.764 -0.3 -0.1 -0.1 0.114
C 5.044 1.036 3.274 -0.6 -0.9 0.0 -0.204
C 5.086 -1.334 5.291 0.1 0.8 -1.1 -0.192
H 3.693 -0.638 3.157 -0.4 0.1 0.2 0.109
H -7.504 -4.728 -3.948 0.1 -0.2 0.4 0.114
H 4.432 6.271 5.905 0.0 -0.3 -0.2 0.092
H -7.636 -3.394 -6.643 0.1 -0.2 -0.4 0.127
H 1.074 -0.552 -3.366 -0.2 0.0 0.2 0.090
H 9.743 1.910 -2.284 0.4 0.6 -0.1 0.121
C -3.343 0.148 0.583 0.5 -0.9 -0.1 -0.073
H 1.564 -6.423 4.301 0.6 -0.1 -0.4 0.101
C 1.567 5.222 4.703 -1.8 -0.3 -0.3 -0.231
H -4.672 4.857 5.499 -0.3 0.1 0.3 0.078
C 4.766 -0.473 3.062 0.5 1.3 -0.4 -0.212
C -7.806 -4.245 -5.984 0.8 -0.9 1.6 -0.215
H 5.384 -2.329 7.099 -0.5 -0.7 0.2 0.110
C -7.501 -6.013 -7.459 -0.4 -0.1 -0.3 -0.134
H -1.784 -1.449 2.728 0.2 -0.1 -0.3 0.056
H 2.950 -3.394 5.120 0.3 -0.3 0.0 0.099
H -3.523 0.646 -2.399 0.4 0.7 0.1 0.075
H -2.505 1.376 -8.574 -0.3 0.0 -0.3 0.084
H 3.673 7.041 4.498 0.1 -0.2 -0.4 0.070
H -3.113 -3.645 -6.464 0.1 0.2 -0.3 0.083
H 5.587 -2.160 -1.547 -0.4 -0.2 0.0 0.096
C 6.337 2.309 -0.762 -0.2 0.0 -2.6 -0.198
```
Positions in Å, forces in eV/Å.

Computed properties:
- energy above the lowest of the compared OMol25 structures with the same formula, charge and spin (eV) = 0.000
- orbital gap (eV) = 8.74